C37H89N2O7 | ωB97M-V/def2-TZVPD

Element x y z (Å)
C: -7.776226 0.725982 1.754551
C: -8.200918 -0.856821 1.432272
C: -8.676738 -0.849554 -0.164147
C: -7.270415 -1.023241 -1.047515
C: -7.036084 -2.661660 -1.162487
C: -5.539578 -2.885752 -1.795664
C: -5.048523 -4.426389 -1.368870
C: -4.338765 -4.232972 0.133072
C: -4.022574 -5.734335 0.711774
C: -2.891236 -5.800246 1.896793
C: -1.613273 -4.793053 1.697935
C: -0.256228 -5.218905 2.513172
C: 0.870506 -4.008622 2.326525
C: 1.629452 -4.048352 0.863318
C: 0.867205 -3.202733 -0.319912
C: 1.855286 -2.284288 -1.257198
N: 1.028442 -1.352110 -2.115366
C: 0.749939 0.005524 -1.495776
C: -0.102476 0.857049 -2.655277
C: 0.890348 1.925523 -3.442622
N: 0.589225 3.422024 -3.435041
O: 1.954267 1.396710 -4.065409
H: -7.626490 1.270563 0.711220
H: -8.566644 1.255370 2.438786
H: -6.754633 0.739593 2.337271
H: -7.220525 -1.515967 1.590252
H: -9.049806 -1.251688 2.135079
H: -9.332352 -1.799934 -0.419027
H: -9.242614 0.132005 -0.459943
H: -7.350152 -0.509066 -2.113167
H: -6.351054 -0.492374 -0.504791
H: -7.108724 -3.064565 -0.045380
H: -7.822583 -3.206667 -1.837552
H: -4.814010 -2.143599 -1.209257
H: -5.468332 -2.687105 -2.946788
H: -5.926873 -5.199758 -1.358897
H: -4.170418 -4.721431 -2.114830
H: -3.398886 -3.561672 -0.055667
H: -5.159172 -3.647331 0.770969
H: -5.039337 -6.119207 1.203353
H: -3.761023 -6.535042 -0.117401
H: -3.368392 -5.694779 2.985806
H: -2.446744 -6.907853 1.872374
H: -1.342097 -4.698975 0.556341
H: -1.951015 -3.728940 2.119328
H: 0.136914 -6.275931 2.200007
H: -0.457961 -5.275391 3.682384
H: 0.240984 -2.994805 2.346881
H: 1.611801 -3.950096 3.244394
H: 2.731581 -3.642062 1.027330
H: 1.632786 -5.193965 0.533424
H: -0.035319 -2.541002 0.093086
H: 0.364821 -4.001828 -1.043996
H: 2.653858 -1.674268 -0.647798
H: 2.395916 -3.034610 -2.007587
H: 1.498478 -1.152243 -3.049144
H: 0.092539 -1.767431 -2.360405
H: 1.722826 0.607690 -1.201536
H: 0.110518 -0.145774 -0.524347
H: -0.442258 0.073425 -3.476858
H: -0.995987 1.444695 -2.178960
H: 0.011942 3.653280 -4.297711
H: 1.527431 3.866148 -3.655830
C: -3.645460 1.071203 5.181712
C: -3.807645 0.882254 3.681903
C: -2.462553 0.893147 2.973222
O: -4.624825 1.926924 3.159994
H: -3.174815 2.034787 5.406841
H: -4.622325 1.073588 5.677117
H: -3.034331 0.273970 5.616231
H: -4.320590 -0.065095 3.483585
H: -1.949999 1.850521 3.120029
H: -2.595630 0.768533 1.893295
H: -1.815925 0.090572 3.341465
H: -4.177222 2.772066 3.331592
C: 3.728376 -4.166329 7.774774
C: 3.566192 -4.355278 6.274965
C: 4.911283 -4.344385 5.566284
O: 2.749012 -3.310609 5.753055
H: 4.199021 -3.202745 7.999903
H: 2.751512 -4.163945 8.270178
H: 4.339505 -4.963563 8.209293
H: 3.053247 -5.302627 6.076647
H: 5.423838 -3.387011 5.713091
H: 4.778206 -4.468999 4.486357
H: 5.557912 -5.146960 5.934527
H: 3.196615 -2.465466 5.924654
C: 5.127143 0.566830 0.979144
C: 6.082404 -0.554672 1.354835
C: 6.628569 -1.254358 0.120428
O: 5.399886 -1.502508 2.171710
H: 4.264872 0.178443 0.425677
H: 4.732491 1.053309 1.877634
H: 5.626658 1.321113 0.363182
H: 6.911297 -0.149776 1.945518
H: 5.819452 -1.707387 -0.463460
H: 7.304886 -2.066953 0.406376
H: 7.173137 -0.554730 -0.521307
H: 4.662076 -1.867320 1.655368
C: -0.188234 6.284034 -6.428792
C: 1.076704 7.107270 -6.245357
C: 2.295174 6.380417 -6.791830
O: 1.269025 7.374834 -4.858660
H: -0.117781 5.331922 -5.891018
H: -1.055066 6.814194 -6.019859
H: -0.372969 6.074647 -7.487043
H: 0.965067 8.071653 -6.752720
H: 2.453688 5.431697 -6.266822
H: 3.199779 6.979314 -6.641852
H: 2.184965 6.173919 -7.860976
H: 1.369089 6.524109 -4.400059
C: 10.358420 -0.163430 2.933227
C: 10.196235 -0.352378 1.433417
C: 11.541326 -0.341485 0.724736
O: 9.379055 0.692291 0.911507
H: 10.829065 0.800154 3.158355
H: 9.381555 -0.161046 3.428631
H: 10.969548 -0.960664 3.367745
H: 9.683290 -1.299728 1.235099
H: 12.053881 0.615888 0.871543
H: 11.408249 -0.466100 -0.355191
H: 12.187955 -1.144060 1.092979
H: 9.826658 1.537433 1.083106
C: -4.532633 9.918963 -5.724548
C: -4.102225 8.464221 -5.625019
C: -3.881467 8.049199 -4.179115
O: -2.895013 8.277651 -6.359416
H: -3.763539 10.584171 -5.316290
H: -4.675877 10.207104 -6.771520
H: -5.467630 10.091973 -5.182593
H: -4.864865 7.822771 -6.079813
H: -3.089182 8.648135 -3.716090
H: -3.560221 7.003632 -4.123706
H: -4.796920 8.166100 -3.590779
H: -2.212017 8.843460 -5.962633

Forces on atoms 1 to 2 (eV/Å):
0.44 -0.75 0.26
0.07 1.07 -0.63

Output
electronic energy: -57109.779 eV
strongest force on any atom: 0.1517 Eh/bohr
total charge: +1
gap between HOMO and LUMO: 8.471 eV
highest occupied orbital energy: -0.42470 Ha
LUMO level: -3.1 eV

Here are the Mulliken charges for atoms 1 to 5, given in e: -0.6126, -0.0612, -0.7365, -0.3709, -0.5207